{
  "formula": "C4H10FNO",
  "method": "ωB97M-V with the def2-TZVPD basis set",
  "max_force_ha_per_bohr": 0.074,
  "lumo_energy_ev": [0.88, 0.85],
  "charge": 0,
  "orbital_gap_ev": [7.517, 7.207],
  "mol_weight_g_mol": 107.13,
  "e_above_lowest_kj_mol": 376.1,
  "species": ["H", "C", "H", "C", "C", "C", "H", "H", "F", "H", "H", "H", "H", "N", "O", "H", "H"],
  "coordinates": [[0.0739, 1.5540, -1.9912], [-0.4565, -0.8414, -1.7566], [0.8958, 1.3096, 1.4820], [-0.7723, 0.1083, 1.3224], [0.5216, -0.0432, -0.9473], [0.3842, 0.5663, 2.0727], [-1.1930, -1.6343, 2.1264], [1.7857, 1.3790, -1.8862], [1.5149, -0.9094, -0.6547], [-1.4372, 0.8504, 0.8333], [-1.3629, -0.3088, -2.0122], [0.0178, -1.3467, -2.6238], [0.1622, 0.9849, 2.9998], [0.9273, 1.2032, -1.4115], [-1.3904, -1.0590, 1.3243], [-0.8629, -1.6523, -1.1400], [1.1919, -0.1606, 2.2626]],
  "forces_ev_per_a": [[2.440, -0.432, 1.321], [-0.577, -0.802, 0.411], [-0.027, 0.571, -0.253], [-0.050, 2.082, -3.190], [-1.392, -1.100, 0.136], [1.552, -1.050, -0.592], [-0.074, 1.119, -1.475], [0.718, -0.419, -0.322], [1.284, 0.247, 0.525], [0.692, -0.229, 0.579], [0.031, 0.498, -0.477], [-0.174, 0.562, 0.143], [-0.559, 0.902, 1.892], [-3.255, 1.376, -0.810], [-0.411, -3.033, 2.185], [0.336, 0.034, 0.113], [-0.534, -0.328, -0.188]]
}

---

{
  "formula": "C43H46I2N5O3S4Ta",
  "method": "ωB97M-V with the def2-TZVPD basis set",
  "max_force_ha_per_bohr": 0.047,
  "lumo_energy_ev": -10.90,
  "charge": 4,
  "orbital_gap_ev": 5.764,
  "mol_weight_g_mol": 1243.90,
  "e_above_lowest_kj_mol": 132.3,
  "species": ["C", "C", "C", "C", "H", "C", "C", "C", "C", "C", "S", "N", "H", "C", "H", "C", "H", "H", "H", "C", "O", "H", "H", "H", "H", "H", "C", "H", "C", "N", "H", "S", "C", "C", "H", "H", "C", "C", "H", "H", "H", "C", "H", "C", "C", "H", "C", "H", "H", "C", "N", "C", "H", "H", "C", "H", "C", "H", "H", "H", "N", "H", "C", "N", "S", "C", "C", "C", "C", "C", "O", "H", "H", "C", "H", "H", "C", "H", "I", "S", "C", "H", "C", "H", "H", "H", "C", "C", "H", "H", "C", "H", "H", "Ta", "I", "C", "H", "C", "C", "H", "O", "H", "C", "H"],
  "coordinates": [[-2.6091, 2.8605, 1.9711], [-1.9916, -5.0096, 0.6240], [1.1501, -0.0701, 3.8860], [-6.3284, -0.4599, 0.6352], [0.2074, 6.0039, -0.0898], [-2.9379, -3.6616, 2.4000], [-3.2208, 3.5815, 0.7541], [-2.6947, -4.1325, -3.3486], [1.9713, -3.5017, 2.1324], [2.2274, 5.2609, 0.0916], [-3.2397, 2.5218, -0.6979], [-2.7858, -2.7597, -2.8217], [-7.7197, 0.9498, -0.2090], [3.0165, 4.1526, -0.1136], [-1.8495, -4.6544, -2.9000], [3.4761, 1.9012, -0.9575], [-1.6606, 4.3430, 3.2378], [2.6571, 6.1925, 0.4402], [-0.6617, 3.8505, -0.8466], [-6.6805, 0.7180, -0.0138], [0.8405, 0.6248, -2.5954], [0.2833, 3.1702, 3.8985], [1.5121, -1.5695, 5.3683], [3.1638, -1.0836, -2.4456], [3.3133, -4.9293, 2.9878], [4.0869, 4.2034, 0.0513], [3.4642, -0.0372, -2.3964], [-4.7286, -1.6747, 1.4033], [3.9281, 0.3071, 3.8865], [-0.6085, -2.2474, -3.3370], [-3.6707, -3.5272, 3.1857], [-2.1506, -0.2443, -2.3981], [3.7378, 1.2112, -4.6412], [-1.0126, -2.9120, 1.2001], [4.9996, 0.4609, 3.9067], [-3.3603, 2.7639, 2.7532], [3.1043, -4.2985, 2.1326], [1.8799, 2.5157, -5.5167], [3.9639, -1.2370, 5.3678], [4.5563, -0.0173, -2.4165], [4.3157, 1.9374, -0.2613], [-1.3665, 3.5828, 2.5147], [-2.6049, -4.1254, -4.4351], [-2.9510, -4.8095, 1.6212], [1.6290, 1.1155, -3.6097], [-0.8429, 1.8178, 3.7228], [3.3422, -0.6450, 4.7063], [1.2962, -3.5110, 2.9825], [-5.9643, 2.5106, -0.9547], [1.9568, -0.8371, 4.7051], [2.9467, 0.5608, -1.1294], [2.4736, 2.9622, -0.5832], [-0.2226, -4.2439, -0.3177], [-4.2717, 3.8579, 0.8704], [-1.8168, -1.8792, -2.8744], [-2.9498, -0.1020, 0.7115], [-5.6926, 1.6004, -0.4244], [-1.9334, -1.7970, 2.8007], [1.4994, 3.2429, -6.2212], [-2.6810, 4.4851, 0.4603], [1.1406, 2.8336, -0.8017], [4.7870, 0.9409, -4.6856], [-1.9613, -2.6942, 2.1898], [0.1402, -1.0647, -0.4619], [0.8378, 1.9722, 2.0439], [0.3832, 3.9461, -0.6093], [-1.0063, -4.0642, 0.4124], [2.9494, 0.7431, -3.5986], [3.7000, -3.5004, -0.0643], [0.8725, 5.1552, -0.1877], [0.0006, 1.1006, 1.0451], [-0.0115, -1.5086, -3.6791], [4.3692, -3.5114, -0.9168], [-0.3658, 2.6433, 3.1918], [-0.4951, -3.1408, -3.7958], [-2.3315, 1.8463, 1.6893], [2.5672, -2.6914, -0.0803], [-3.6732, -2.4335, -2.4657], [4.3653, 2.6669, -7.1934], [0.2532, -1.6987, 1.0693], [-4.9915, -0.7565, 0.8917], [-3.6989, -5.5712, 1.8027], [1.7198, -2.7106, 1.0148], [-3.6042, -4.6593, -3.0810], [-7.1032, -1.1521, 0.9420], [0.2081, -1.8094, -1.1541], [1.7518, 0.8895, 3.0667], [3.1301, 1.0846, 3.0545], [-0.8562, 4.1138, 1.7128], [3.8783, 2.2405, -1.9156], [-3.9886, 0.1196, 0.5036], [4.8442, -4.9315, 1.0449], [3.2045, -0.0314, -0.3485], [-0.1447, 0.8674, -1.1226], [-0.7734, 2.8200, -3.9731], [1.0977, 2.0456, -4.4777], [2.3520, -2.0728, -0.9368], [3.9655, -4.2994, 1.0375], [3.1954, 2.0476, -5.6186], [0.0753, -0.2105, 3.8951], [-1.7857, 1.9330, -0.6220], [3.5743, 1.8530, 2.4295], [-4.3667, 1.2851, -0.1444], [-1.9962, -5.9247, 0.0441]],
  "forces_ev_per_a": [[0.023, 0.170, -0.027], [-0.082, -0.019, 0.062], [0.117, 0.019, 0.042], [0.016, 0.024, -0.010], [0.015, -0.046, -0.004], [-0.013, 0.005, 0.000], [0.036, -0.007, 0.193], [-0.068, 0.199, 0.070], [0.010, 0.050, -0.003], [0.068, 0.140, 0.054], [0.072, 0.241, -0.065], [0.017, -0.186, -0.041], [0.035, -0.032, 0.003], [0.113, 0.044, -0.015], [-0.014, -0.004, 0.017], [-0.140, -0.015, 0.021], [0.003, 0.011, 0.021], [-0.018, -0.033, -0.019], [-0.020, -0.009, 0.014], [-0.022, -0.042, 0.061], [0.227, 0.000, -1.450], [-0.073, 0.012, 0.020], [0.036, 0.026, -0.025], [-0.062, 0.005, -0.041], [-0.001, 0.026, -0.044], [-0.060, -0.005, 0.000], [-0.158, 0.191, -0.062], [-0.032, 0.043, -0.036], [0.001, 0.024, -0.022], [0.040, 0.178, 0.057], [0.013, -0.021, -0.017], [0.092, 0.050, 0.202], [0.085, -0.051, 0.089], [0.012, -0.115, -0.057], [-0.041, -0.013, 0.006], [-0.026, 0.041, 0.008], [0.045, -0.037, 0.008], [0.070, -0.068, 0.106], [-0.043, 0.030, -0.032], [0.043, -0.049, 0.008], [-0.013, 0.007, 0.091], [0.017, -0.130, 0.041], [0.015, 0.023, -0.012], [0.042, -0.033, -0.059], [-0.401, -0.114, 0.634], [-0.022, 0.045, 0.016], [-0.074, -0.042, 0.025], [0.027, -0.003, -0.075], [0.056, -0.098, 0.024], [0.073, 0.018, 0.014], [0.033, -0.114, -0.119], [-0.184, -0.010, -0.070], [-0.008, 0.040, 0.063], [0.035, 0.020, 0.068], [0.104, 0.003, -0.266], [0.041, -0.020, -0.070], [-0.045, -0.048, -0.058], [0.027, -0.067, -0.028], [0.007, -0.022, -0.004], [-0.001, -0.036, 0.034], [-0.151, 0.041, -0.179], [-0.041, 0.016, -0.029], [-0.098, -0.049, -0.003], [0.136, 0.112, 0.372], [0.004, 0.219, -0.203], [0.133, -0.112, -0.174], [-0.047, 0.027, 0.041], [0.428, -0.257, 0.086], [-0.035, 0.043, -0.011], [-0.073, 0.095, 0.015], [0.152, -0.158, -0.661], [0.019, -0.005, 0.028], [-0.038, 0.002, 0.049], [-0.136, -0.056, 0.104], [-0.027, -0.029, -0.004], [0.002, 0.005, 0.016], [0.099, -0.163, 0.061], [0.002, -0.043, 0.046], [0.168, 0.101, -0.215], [0.036, 0.142, -0.351], [-0.013, -0.014, 0.012], [0.017, 0.017, -0.011], [0.008, 0.017, 0.017], [-0.024, -0.003, -0.002], [0.042, 0.034, -0.001], [-0.078, 0.098, -0.119], [-0.027, -0.151, 0.048], [0.046, -0.075, 0.044], [0.045, 0.083, -0.052], [0.093, 0.038, -0.011], [-0.165, 0.011, 0.128], [-0.026, 0.013, 0.010], [0.124, -0.004, -0.024], [-0.263, -0.207, 2.368], [-0.027, 0.151, -0.351], [-0.138, 0.186, -0.131], [-0.044, 0.009, -0.021], [-0.011, -0.015, 0.048], [-0.111, -0.001, 0.075], [0.043, 0.044, 0.003], [-0.023, -0.278, -0.228], [-0.051, -0.026, 0.035], [0.022, -0.080, -0.208], [-0.019, 0.029, 0.041]]
}

---

Repeat the first record exactly.
{
  "formula": "C4H10FNO",
  "method": "ωB97M-V with the def2-TZVPD basis set",
  "max_force_ha_per_bohr": 0.074,
  "lumo_energy_ev": [0.88, 0.85],
  "charge": 0,
  "orbital_gap_ev": [7.517, 7.207],
  "mol_weight_g_mol": 107.13,
  "e_above_lowest_kj_mol": 376.1,
  "species": ["H", "C", "H", "C", "C", "C", "H", "H", "F", "H", "H", "H", "H", "N", "O", "H", "H"],
  "coordinates": [[0.0739, 1.5540, -1.9912], [-0.4565, -0.8414, -1.7566], [0.8958, 1.3096, 1.4820], [-0.7723, 0.1083, 1.3224], [0.5216, -0.0432, -0.9473], [0.3842, 0.5663, 2.0727], [-1.1930, -1.6343, 2.1264], [1.7857, 1.3790, -1.8862], [1.5149, -0.9094, -0.6547], [-1.4372, 0.8504, 0.8333], [-1.3629, -0.3088, -2.0122], [0.0178, -1.3467, -2.6238], [0.1622, 0.9849, 2.9998], [0.9273, 1.2032, -1.4115], [-1.3904, -1.0590, 1.3243], [-0.8629, -1.6523, -1.1400], [1.1919, -0.1606, 2.2626]],
  "forces_ev_per_a": [[2.440, -0.432, 1.321], [-0.577, -0.802, 0.411], [-0.027, 0.571, -0.253], [-0.050, 2.082, -3.190], [-1.392, -1.100, 0.136], [1.552, -1.050, -0.592], [-0.074, 1.119, -1.475], [0.718, -0.419, -0.322], [1.284, 0.247, 0.525], [0.692, -0.229, 0.579], [0.031, 0.498, -0.477], [-0.174, 0.562, 0.143], [-0.559, 0.902, 1.892], [-3.255, 1.376, -0.810], [-0.411, -3.033, 2.185], [0.336, 0.034, 0.113], [-0.534, -0.328, -0.188]]
}